# 1
DFT (ωB97M-V/def2-TZVPD) results for a molecular structure, C36H40CuN6O7P in a non-equilibrium geometry.

XYZ file:
```
91
Properties=species:S:1:pos:R:3:mulliken_spin:R:1
Cu 1.677 0.558 -1.279 0.73
C 4.608 0.492 0.125 0.00
O 3.231 0.129 0.441 0.01
C 2.747 0.722 1.576 0.00
C 3.416 0.604 2.796 0.00
C 2.938 1.258 3.920 0.01
C 1.766 2.015 3.831 0.00
C 1.083 2.098 2.640 0.02
C 1.576 1.456 1.519 0.02
N 0.950 1.607 0.211 0.07
N -0.122 2.239 0.237 0.01
C -0.700 2.588 -0.969 -0.06
C -0.046 2.478 -2.204 0.05
O 1.158 2.113 -2.337 0.09
C -0.795 2.787 -3.416 0.02
C -2.046 3.264 -3.341 0.00
C -2.688 3.545 -2.070 0.00
C -3.974 4.115 -2.018 0.00
C -4.554 4.412 -0.807 0.00
C -3.848 4.142 0.374 0.00
C -2.606 3.564 0.336 0.00
C -2.005 3.231 -0.891 0.00
H 4.664 1.558 -0.099 0.00
H 4.872 -0.094 -0.749 0.00
H 5.249 0.242 0.966 0.00
H 4.320 0.009 2.853 0.00
H 3.484 1.195 4.851 0.00
H 1.380 2.535 4.704 0.00
H 0.181 2.687 2.558 0.00
H -0.293 2.574 -4.351 0.00
H -2.582 3.471 -4.256 0.00
H -4.498 4.341 -2.941 0.00
H -5.539 4.861 -0.782 0.00
H -4.298 4.376 1.331 0.00
H -2.077 3.362 1.257 0.00
O 7.180 -0.275 -5.491 0.00
C 6.028 -0.740 -5.756 0.00
O 5.661 -1.448 -6.733 0.00
C 4.955 -0.367 -4.749 0.00
C 5.071 0.823 -4.024 0.00
C 4.142 1.125 -3.055 0.01
N 3.119 0.302 -2.755 0.04
C 2.931 -0.802 -3.503 0.00
C 3.831 -1.157 -4.486 0.00
C 1.636 -1.533 -3.242 -0.01
O 1.386 -2.566 -3.852 0.00
O 0.860 -0.953 -2.377 0.01
H 5.923 1.462 -4.220 0.00
H 4.191 2.042 -2.477 0.00
H 3.650 -2.053 -5.063 0.00
O 0.680 -1.303 0.343 0.00
P -0.648 -1.354 1.029 0.00
N -1.136 -2.938 1.148 0.00
C -0.410 -4.038 0.470 0.00
C -1.267 -5.261 0.809 0.00
C -2.682 -4.702 0.745 0.00
C -2.537 -3.331 1.421 0.00
N -0.495 -0.803 2.581 0.00
C 0.544 -1.587 3.297 0.00
C 0.424 -1.145 4.734 0.00
C -1.080 -0.963 4.908 0.00
C -1.565 -0.441 3.544 0.00
N -1.820 -0.517 0.260 0.00
C -3.035 0.196 0.737 0.00
C -4.011 0.144 -0.446 0.00
C -3.112 -0.042 -1.669 0.00
C -1.998 -0.933 -1.166 0.00
H 0.624 -4.132 0.821 0.00
H -0.358 -3.866 -0.607 0.00
H -1.039 -5.624 1.812 0.00
H -1.096 -6.085 0.121 0.00
H -3.444 -5.316 1.232 0.00
H -2.987 -4.573 -0.295 0.00
H -2.745 -3.423 2.500 0.00
H -3.240 -2.598 1.012 0.00
H 1.523 -1.418 2.850 0.00
H 0.326 -2.666 3.230 0.00
H 0.947 -0.200 4.875 0.00
H 0.852 -1.860 5.424 0.00
H -1.372 -0.291 5.716 0.00
H -1.546 -1.926 5.122 0.00
H -1.699 0.652 3.572 0.00
H -2.533 -0.879 3.289 0.00
H -2.780 1.223 1.018 0.00
H -3.477 -0.294 1.609 0.00
H -4.623 1.040 -0.484 0.00
H -4.677 -0.712 -0.344 0.00
H -2.711 0.920 -1.989 0.00
H -3.602 -0.497 -2.527 0.00
H -1.074 -0.865 -1.741 0.00
H -2.315 -1.987 -1.196 0.00
```

The value obtained for the maximum force is 1.90 eV/A. Its spin multiplicity is 2. Its net charge is -1. As for the energy: -4233.04764 Eh. The calculation puts the HOMO-LUMO gap (alpha / beta) at 6.14 / 6.00 eV. The energy relative to the best compared isomer or geometry (same formula, charge and spin) is 0.00 kJ/mol. For the HOMO energy (alpha / beta), the calculation gives -4.887 / -4.887 eV.

=====

# 2
DFT (ωB97M-V/def2-TZVPD) results for a molecular structure, CH2AlO4 in a non-equilibrium geometry.

XYZ file:
```
8
Properties=species:S:1:pos:R:3:mulliken_charge:R:1
Al -3.380 12.026 -6.086 1.00
O -1.387 15.588 -4.536 -0.39
H -1.106 15.994 -3.693 0.34
O -3.422 11.514 -12.976 -0.37
C -4.218 11.382 -11.947 0.81
O -5.415 11.403 -12.230 -0.36
O -3.830 11.210 -10.797 -0.39
H -4.154 11.394 -13.586 0.35
```

The value obtained for the maximum force is 2.41 eV/A. Its net charge is +1. As for the energy: -582.08759 Eh. The calculation puts the HOMO-LUMO gap at 1.62 eV. The energy relative to the best compared isomer or geometry (same formula, charge and spin) is 924.75 kJ/mol. For the HOMO energy, the calculation gives -12.021 eV.

=====

# 3
DFT (ωB97M-V/def2-TZVPD) results for 15 unconnected molecules or ions with the total composition C23H76N6O15 in a non-equilibrium geometry.

XYZ file:
```
120
Properties=species:S:1:pos:R:3:mulliken_charge:R:1
C -6.579 -16.737 3.292 0.44
C -7.638 -16.669 4.326 -0.78
O -7.687 -15.410 4.918 -0.46
H -5.566 -16.667 3.710 0.03
H -6.580 -15.939 2.580 -0.34
H -6.697 -17.629 2.653 0.26
H -7.528 -17.388 5.123 0.44
H -8.585 -16.787 3.834 0.34
H -6.874 -15.234 5.346 -0.02
C -5.193 -10.232 3.944 1.11
C -5.203 -8.781 4.267 -1.10
O -4.290 -8.094 3.416 -0.52
H -5.807 -10.805 4.634 -0.40
H -4.241 -10.642 4.237 0.19
H -5.448 -10.482 2.915 -0.38
H -4.945 -8.649 5.323 0.28
H -6.147 -8.231 4.161 0.41
H -4.414 -7.192 3.508 0.32
C -8.483 -14.870 0.260 -1.01
C -9.389 -15.234 1.406 -0.19
O -9.047 -14.387 2.458 -0.61
H -8.864 -13.919 -0.227 0.40
H -8.638 -15.617 -0.572 0.46
H -7.448 -14.817 0.439 0.30
H -9.141 -16.286 1.559 0.27
H -10.507 -15.167 1.216 0.32
H -8.380 -14.761 3.073 0.11
C -3.739 -10.368 0.688 -0.19
C -4.767 -9.600 -0.161 -0.50
O -5.760 -9.141 0.693 -0.55
H -2.836 -10.705 0.079 0.40
H -4.177 -11.255 1.203 -0.77
H -3.350 -9.780 1.491 0.55
H -5.276 -10.109 -1.097 0.14
H -4.220 -8.747 -0.600 0.44
H -6.123 -8.450 0.113 0.24
C -4.078 -11.433 6.911 0.39
C -3.825 -11.800 8.372 -0.54
O -2.514 -12.293 8.478 -0.50
H -5.079 -10.964 6.760 -0.29
H -3.993 -12.258 6.183 -0.45
H -3.337 -10.756 6.447 0.57
H -4.610 -12.504 8.758 0.02
H -3.843 -10.957 9.059 0.50
H -2.481 -12.638 9.385 0.30
C -8.559 -10.233 5.460 -0.16
C -7.942 -9.500 6.704 0.01
O -8.867 -8.518 7.073 -0.54
H -8.506 -9.573 4.599 0.10
H -9.647 -10.574 5.702 0.43
H -8.077 -11.147 5.138 -0.37
H -6.919 -9.160 6.401 -0.15
H -7.681 -10.105 7.566 0.30
H -8.497 -8.014 7.810 0.32
C -1.220 -13.402 5.190 -0.37
C -0.333 -14.534 4.595 -0.51
O -0.493 -15.736 5.373 -0.63
H -2.069 -13.392 4.596 -0.42
H -0.770 -12.472 5.047 0.64
H -1.576 -13.507 6.220 0.23
H 0.657 -14.270 4.817 0.69
H -0.414 -14.693 3.545 0.17
H 0.363 -16.146 5.454 0.30
C -5.051 -18.253 0.050 -2.07
C -5.483 -16.860 0.025 0.39
O -4.818 -16.022 0.844 0.10
H -5.515 -18.789 -0.736 0.47
H -5.250 -18.826 0.913 0.41
H -4.012 -18.355 -0.214 0.39
H -6.531 -16.831 0.042 0.16
H -5.249 -16.417 -0.943 0.40
H -5.262 -15.175 0.687 -0.53
C -8.949 -10.762 1.885 0.48
O -9.965 -10.785 2.792 -0.77
N -8.517 -9.626 1.478 -0.38
N -8.313 -11.812 1.418 0.09
H -8.899 -8.889 2.031 0.34
H -7.509 -9.513 1.317 0.30
H -8.703 -12.737 1.468 -0.02
H -7.599 -11.710 0.631 -0.26
C -4.968 -12.815 -0.565 -0.42
O -5.662 -13.067 0.649 0.09
N -5.566 -12.425 -1.690 -0.33
N -3.666 -13.048 -0.745 -0.21
H -6.533 -12.016 -1.617 0.33
H -5.082 -12.200 -2.515 0.18
H -3.177 -13.578 0.024 0.32
H -3.085 -12.835 -1.603 0.22
C -2.741 -16.956 3.126 0.04
O -2.924 -15.549 3.142 -0.10
N -3.460 -17.773 2.441 -0.12
N -1.725 -17.576 3.624 -0.39
H -4.154 -17.321 1.808 -0.03
H -3.407 -18.866 2.375 0.30
H -1.285 -17.080 4.425 0.35
H -1.747 -18.625 3.788 0.24
C -6.862 -13.181 7.291 -0.54
O -6.562 -14.116 8.311 -0.66
H -7.924 -13.142 6.967 0.33
H -6.215 -13.370 6.431 0.10
H -6.607 -12.206 7.674 0.41
H -5.676 -14.024 8.653 0.34
C -5.215 -13.618 3.688 3.90
O -6.496 -12.933 3.632 0.85
H -5.221 -14.458 3.009 -1.05
H -4.754 -13.891 4.699 -1.73
H -4.482 -12.918 3.342 -0.29
H -6.552 -12.647 2.737 -0.74
C -3.708 -15.357 6.401 -0.37
O -5.106 -15.842 6.355 -0.45
H -3.723 -14.291 6.732 -0.11
H -3.178 -15.269 5.472 -0.13
H -2.991 -15.664 7.122 0.50
H -5.409 -15.708 7.228 0.32
C -1.692 -12.870 1.521 -0.72
O -2.137 -14.188 1.199 -0.80
H -2.473 -12.315 1.994 0.03
H -1.276 -12.429 0.594 0.32
H -0.896 -13.031 2.199 0.46
H -2.316 -14.616 2.096 0.35
```

The value obtained for the maximum force is 8.75 eV/A. As for the energy: -2378.77459 Eh. The calculation puts the HOMO-LUMO gap at 8.23 eV. The energy relative to the best compared isomer or geometry (same formula, charge and spin) is 722.54 kJ/mol. For the HOMO energy, the calculation gives -8.011 eV.

=====

# 4
DFT (ωB97M-V/def2-TZVPD) results for C25H32N4O6S in the gas phase in a non-equilibrium geometry.

XYZ file:
```
68
Properties=species:S:1:pos:R:3:mulliken_charge:R:1
C -1.822 -3.437 1.184 -0.81
H -2.901 -3.544 1.088 0.27
H -1.394 -4.382 1.533 0.39
H -1.600 -2.647 1.910 0.22
O -1.360 -3.104 -0.101 -0.46
C -0.019 -2.907 -0.288 0.89
C 0.946 -2.983 0.708 -0.73
C 2.273 -2.724 0.403 -0.47
C 2.665 -2.392 -0.885 0.38
C 1.693 -2.342 -1.879 -0.17
C 0.370 -2.593 -1.590 -0.51
H -0.388 -2.549 -2.357 0.43
H 1.977 -2.108 -2.895 0.31
C 4.093 -2.038 -1.186 -1.89
H 4.328 -2.267 -2.227 0.43
H 4.769 -2.598 -0.539 0.51
C 4.345 -0.537 -0.942 0.31
N 3.513 0.271 -1.800 0.00
C 3.930 1.468 -2.285 0.82
O 5.061 1.881 -2.134 -0.67
C 2.856 2.212 -3.047 -0.84
H 3.292 3.081 -3.531 0.36
H 2.402 1.564 -3.793 0.29
H 2.079 2.539 -2.357 0.03
H 2.531 0.039 -1.855 -0.20
C 4.171 -0.230 0.553 0.19
O 5.006 -0.549 1.375 -0.76
N 3.026 0.407 0.861 0.85
H 2.336 0.558 0.139 -0.55
C 2.730 0.901 2.185 -0.23
C 1.576 0.116 2.822 -1.43
C 0.308 0.242 1.970 -0.04
N 0.178 1.559 1.380 0.14
S 0.005 1.634 -0.269 1.73
O 0.691 0.531 -0.905 -0.48
O 0.350 2.956 -0.702 -0.90
C -1.751 1.385 -0.423 -0.55
C -2.264 0.111 -0.571 -0.20
C -3.633 -0.084 -0.596 -0.61
C -4.490 1.010 -0.476 0.90
C -3.955 2.295 -0.346 -0.95
C -2.588 2.480 -0.311 -1.08
H -2.154 3.462 -0.212 0.52
H -4.616 3.146 -0.268 0.32
N -5.876 0.883 -0.493 -0.16
C -6.637 -0.261 -0.476 0.79
O -6.184 -1.378 -0.436 -0.59
C -8.119 0.043 -0.507 -1.35
H -8.369 0.601 -1.407 0.33
H -8.401 0.633 0.363 0.34
H -8.674 -0.890 -0.500 0.36
H -6.380 1.759 -0.484 0.21
H -4.038 -1.075 -0.705 0.61
H -1.592 -0.723 -0.682 0.42
C 0.866 2.627 2.067 -0.92
C 2.385 2.401 2.127 -0.86
H 2.856 2.827 1.240 0.32
H 2.787 2.914 3.001 0.43
H 0.638 3.546 1.528 0.48
H 0.443 2.695 3.074 0.44
H 0.337 -0.478 1.149 -0.26
H -0.582 0.037 2.581 0.53
H 1.402 0.509 3.824 0.50
H 1.850 -0.935 2.907 0.49
H 3.645 0.743 2.767 0.64
H 5.386 -0.296 -1.187 0.61
H 3.015 -2.779 1.185 0.41
H 0.679 -3.241 1.722 0.49
```

The value obtained for the maximum force is 1.15 eV/A. As for the energy: -2040.57639 Eh. The calculation puts the HOMO-LUMO gap at 8.71 eV. The structure (SMILES) is COc1ccc(C[C@@H](NC(C)=O)C(=O)NC2CCN(S(=O)(=O)c3ccc(NC(C)=O)cc3)CC2)cc1. For the HOMO energy, the calculation gives -8.479 eV.

=====

# 5
DFT (ωB97M-V/def2-TZVPD) results for a molecular structure, C19H14I2N3O7Pt.

XYZ file:
```
46
Properties=species:S:1:pos:R:3:mulliken_charge:R:1
Pt -0.480 -0.042 2.539 0.66
N -0.390 -2.053 2.162 -0.62
C 0.270 -2.894 3.188 -0.51
C 1.507 -2.206 3.740 -0.78
C 1.136 -1.126 4.753 0.71
O 1.654 -1.120 5.855 -0.70
O 0.199 -0.293 4.404 -0.65
H -1.329 -2.414 2.014 0.36
H 0.088 -2.232 1.262 0.49
H 0.528 -3.849 2.726 0.43
H -0.440 -3.079 3.994 0.37
H 2.078 -1.764 2.919 0.34
H 2.147 -2.927 4.245 0.31
I -0.677 5.093 3.457 0.06
C -1.182 3.972 1.782 -0.42
C -1.660 4.609 0.630 -0.30
C -1.998 3.899 -0.492 -0.39
I -2.694 4.941 -2.165 0.03
C -1.869 2.490 -0.510 1.46
C -2.168 1.646 -1.605 -0.65
C -1.984 0.300 -1.496 -1.11
C -1.502 -0.248 -0.294 0.10
N -1.219 0.511 0.741 -0.17
C -1.389 1.869 0.657 -0.41
C -1.025 2.594 1.838 0.77
O -0.580 1.950 2.870 -0.73
H -1.757 5.686 0.636 0.33
H -2.529 2.081 -2.527 0.21
H -2.182 -0.366 -2.324 0.44
H -1.296 -1.308 -0.213 0.45
O 0.776 -4.294 -1.970 -0.75
C 0.726 -3.168 -1.475 -0.14
O 0.359 -2.836 -0.310 -0.59
C 1.097 -1.992 -2.390 0.25
C 1.246 -2.193 -3.757 -0.59
C 1.517 -1.132 -4.611 -0.40
C 1.646 0.154 -4.109 -0.69
C 1.506 0.334 -2.744 -0.01
C 1.244 -0.711 -1.877 0.01
N 1.602 1.700 -2.199 1.13
O 1.936 2.592 -2.957 -0.67
O 1.333 1.863 -1.026 -0.58
H 1.137 -3.205 -4.126 0.49
H 1.623 -1.302 -5.675 0.38
H 1.847 1.003 -4.745 0.48
H 1.147 -0.537 -0.816 0.63
```

The value obtained for the maximum force is 0.21 eV/A. Its net charge is -1. As for the energy: -2138.20451 Eh. The calculation puts the HOMO-LUMO gap at 7.18 eV. The energy relative to the best compared isomer or geometry (same formula, charge and spin) is 0.00 kJ/mol. For the HOMO energy, the calculation gives -5.466 eV.